Entry 1:
{"formula": "C2H13NO3", "method": "ωB97M-V/def2-TZVPD", "e_above_lowest_kcal_mol": 38.2, "homo_ev": -10.02, "multiplicity": 1, "homo_lumo_gap_ev": 10.85, "species": ["C", "C", "N", "H", "H", "H", "H", "H", "H", "H", "O", "H", "H", "O", "H", "H", "O", "H", "H"], "xyz": [[1.21, -1.67, -1.76], [-0.33, -1.91, -1.62], [-0.85, -1.10, -0.49], [1.40, -1.36, -0.73], [1.81, -2.52, -2.09], [1.43, -0.79, -2.38], [-0.97, -1.76, -2.51], [-0.35, -2.97, -1.31], [-1.63, -1.61, -0.09], [-1.08, -0.16, -0.84], [0.76, -0.23, 1.51], [0.32, -0.63, 0.67], [1.21, 0.58, 1.74], [-1.23, 1.91, -0.22], [-1.58, 2.10, 0.66], [-0.34, 2.27, -0.14], [0.38, 2.32, 1.96], [0.54, 2.45, 2.90], [0.15, 1.36, 1.73]], "lowdin_charge": [-0.085, -0.291, -0.036, 0.044, 0.064, 0.069, 0.104, 0.104, 0.093, 0.068, -0.126, 0.012, 0.004, -0.063, 0.041, 0.036, -0.106, 0.053, 0.013]}

Entry 2:
{"formula": "C24H20B2F8MnN4O8", "method": "ωB97M-V/def2-TZVPD", "e_above_lowest_kcal_mol": 77.5, "homo_ev": [-9.68, -9.68], "multiplicity": 6, "homo_lumo_gap_ev": [7.62, 7.58], "species": ["Mn", "B", "F", "F", "F", "F", "B", "F", "F", "F", "F", "C", "C", "C", "C", "C", "C", "N", "O", "O", "H", "H", "H", "H", "H", "C", "C", "C", "C", "C", "C", "N", "O", "O", "H", "H", "H", "H", "H", "C", "C", "C", "C", "C", "C", "N", "O", "O", "H", "H", "H", "H", "H", "C", "C", "C", "C", "C", "C", "N", "O", "O", "H", "H", "H", "H", "H"], "xyz": [[-19.05, -21.16, -20.43], [-16.87, -21.88, -21.50], [-16.31, -22.74, -20.59], [-17.17, -20.68, -20.87], [-15.97, -21.73, -22.56], [-18.17, -22.21, -21.84], [-19.25, -22.17, -18.34], [-19.01, -22.95, -19.44], [-20.52, -21.62, -18.53], [-19.13, -22.85, -17.22], [-18.30, -21.19, -18.40], [-15.56, -18.90, -18.16], [-15.11, -18.18, -17.02], [-13.76, -18.11, -16.78], [-12.86, -18.51, -17.76], [-13.31, -19.10, -18.94], [-14.65, -19.41, -19.08], [-11.35, -18.26, -17.56], [-10.66, -18.58, -18.49], [-10.93, -17.78, -16.51], [-16.61, -19.12, -18.30], [-15.84, -17.92, -16.27], [-13.47, -17.60, -15.87], [-12.59, -19.39, -19.69], [-15.04, -20.00, -19.90], [-23.85, -26.11, -20.12], [-24.48, -25.52, -21.19], [-23.94, -24.30, -21.66], [-22.76, -23.80, -21.15], [-22.15, -24.48, -20.13], [-22.69, -25.62, -19.60], [-22.18, -22.54, -21.52], [-21.03, -22.18, -21.18], [-22.79, -21.84, -22.31], [-24.19, -27.03, -19.66], [-25.41, -25.88, -21.61], [-24.38, -23.70, -22.44], [-21.36, -24.11, -19.49], [-22.31, -26.14, -18.73], [-23.83, -23.83, -15.61], [-22.63, -23.75, -16.26], [-21.79, -24.87, -16.36], [-22.20, -26.04, -15.84], [-23.54, -26.17, -15.31], [-24.28, -25.02, -15.11], [-21.25, -27.15, -15.80], [-21.47, -28.00, -14.96], [-20.26, -27.18, -16.55], [-24.37, -22.91, -15.45], [-22.19, -22.80, -16.51], [-20.83, -24.64, -16.81], [-24.00, -27.08, -14.95], [-25.27, -24.99, -14.68], [-17.55, -25.00, -13.43], [-16.25, -25.45, -13.50], [-15.61, -25.73, -14.70], [-16.39, -25.72, -15.93], [-17.69, -25.16, -15.84], [-18.27, -24.91, -14.60], [-15.78, -26.20, -17.24], [-16.30, -25.78, -18.29], [-14.75, -26.89, -17.24], [-17.88, -24.66, -12.46], [-15.74, -25.44, -12.54], [-14.56, -25.99, -14.73], [-18.29, -24.94, -16.71], [-19.32, -24.67, -14.62]], "lowdin_charge": [1.254, -1.285, 0.198, 0.106, 0.149, 0.128, -1.481, 0.163, 0.153, 0.256, 0.176, -0.053, -0.066, -0.032, -0.106, 0.000, -0.049, -0.345, 0.075, 0.068, 0.087, 0.104, 0.117, 0.119, 0.097, -0.067, -0.027, 0.026, -0.150, 0.018, -0.052, -0.270, -0.006, 0.123, 0.117, 0.112, 0.120, 0.117, 0.106, -0.084, -0.052, -0.037, -0.148, 0.029, -0.076, -0.339, 0.091, 0.064, 0.112, 0.109, 0.108, 0.116, 0.112, -0.080, -0.092, 0.012, -0.068, -0.018, -0.077, -0.316, 0.065, 0.057, 0.108, 0.104, 0.108, 0.093, 0.097]}

Entry 3:
{"formula": "C33H35IN8O10Ta", "method": "ωB97M-V/def2-TZVPD", "e_above_lowest_kcal_mol": 61.3, "homo_ev": -16.49, "multiplicity": 1, "charge": 3, "homo_lumo_gap_ev": 7.03, "species": ["Ta", "C", "C", "N", "C", "C", "C", "O", "C", "C", "N", "C", "C", "C", "C", "C", "C", "I", "C", "O", "H", "H", "H", "H", "H", "H", "H", "H", "H", "H", "H", "H", "O", "C", "O", "C", "C", "C", "C", "C", "N", "C", "O", "O", "H", "H", "H", "H", "H", "C", "N", "C", "C", "O", "N", "C", "N", "H", "H", "H", "H", "H", "H", "H", "C", "C", "C", "C", "C", "C", "O", "N", "C", "O", "N", "C", "O", "H", "H", "H", "H", "H", "H", "H", "H", "H", "H", "H"], "xyz": [[-0.07, -0.13, 0.43], [3.80, 0.77, -2.10], [3.79, -0.48, -1.29], [4.93, -1.18, -1.27], [4.99, -2.37, -0.70], [3.88, -3.05, -0.18], [4.03, -4.46, 0.32], [3.01, -5.31, -0.20], [2.69, -2.32, -0.15], [1.40, -2.97, -0.02], [0.24, -2.41, -0.04], [-0.86, -3.29, -0.31], [-1.03, -4.54, 0.26], [-2.10, -5.33, -0.14], [-3.00, -4.88, -1.10], [-2.84, -3.64, -1.69], [-1.76, -2.88, -1.27], [-1.33, -1.04, -2.14], [2.70, -1.00, -0.62], [1.56, -0.28, -0.33], [4.54, 1.48, -1.72], [2.82, 1.24, -2.16], [4.11, 0.51, -3.12], [5.96, -2.85, -0.69], [3.96, -4.47, 1.42], [5.02, -4.83, 0.06], [3.40, -6.05, -0.67], [1.44, -4.06, -0.09], [-0.35, -4.89, 1.02], [-2.24, -6.30, 0.31], [-3.83, -5.51, -1.40], [-3.52, -3.29, -2.45], [-0.74, 2.36, 4.34], [-0.47, 1.99, 3.11], [-0.99, 1.04, 2.55], [0.50, 2.84, 2.39], [1.14, 3.93, 2.94], [1.99, 4.67, 2.12], [2.09, 4.31, 0.79], [1.38, 3.21, 0.34], [0.63, 2.45, 1.13], [1.25, 2.78, -1.09], [1.82, 3.45, -2.07], [0.54, 1.83, -1.34], [-1.37, 1.74, 4.75], [0.99, 4.19, 3.98], [2.53, 5.52, 2.51], [2.70, 4.91, 0.12], [2.36, 4.19, -1.77], [-5.26, 3.07, -1.00], [-4.11, 2.27, -0.59], [-4.19, 1.05, 0.22], [-2.74, 0.72, 0.29], [-2.19, -0.30, 0.80], [-1.98, 1.60, -0.32], [-2.84, 2.52, -0.87], [-2.41, 3.53, -1.60], [-6.16, 2.48, -0.87], [-5.18, 3.32, -2.06], [-5.34, 3.98, -0.41], [-4.76, 0.27, -0.28], [-4.63, 1.23, 1.20], [-1.44, 3.55, -1.87], [-3.04, 4.18, -2.04], [1.59, -4.57, 3.22], [0.36, -4.15, 4.01], [0.21, -2.62, 4.15], [-0.89, -2.33, 5.21], [-1.27, -0.87, 5.37], [1.51, -2.05, 4.67], [2.05, -2.45, 5.66], [2.08, -0.97, 3.96], [1.62, -0.44, 2.81], [2.11, 0.54, 2.26], [0.51, -1.02, 2.22], [-0.22, -2.05, 2.81], [-1.21, -2.44, 2.23], [1.57, -5.64, 3.01], [2.51, -4.37, 3.77], [1.65, -4.05, 2.25], [0.39, -4.57, 5.01], [-0.56, -4.51, 3.53], [-0.50, -2.72, 6.15], [-1.76, -2.92, 4.94], [-0.40, -0.26, 5.64], [-2.00, -0.76, 6.18], [-1.72, -0.48, 4.46], [2.92, -0.57, 4.36]], "lowdin_charge": [1.988, 0.022, -0.224, 0.168, -0.029, -0.088, -0.162, -0.053, -0.050, -0.005, -0.062, -0.341, 0.000, -0.013, -0.029, -0.099, -0.569, 1.358, -0.163, -0.272, 0.105, 0.046, 0.111, 0.139, 0.126, 0.137, 0.117, 0.130, 0.119, 0.129, 0.128, 0.114, 0.209, -0.422, 0.016, -0.170, 0.077, 0.036, 0.061, -0.149, 0.125, -0.463, 0.194, -0.031, 0.145, 0.145, 0.141, 0.134, 0.138, 0.030, -0.053, 0.027, -0.532, -0.182, 0.100, -0.348, 0.269, 0.110, 0.105, 0.112, 0.165, 0.167, 0.121, 0.136, -0.056, -0.143, -0.288, -0.139, -0.065, -0.387, 0.178, 0.250, -0.518, 0.066, -0.003, -0.399, 0.104, 0.099, 0.091, 0.049, 0.139, 0.121, 0.137, 0.137, 0.087, 0.097, 0.063, 0.187]}